[1]
# C3H11B2ClFHfO3

A structure of composition C3H11B2ClFHfO3 (ωB97M-V/def2-TZVPD, the Open Molecules 2025 dataset).

```
22
Properties=species:S:1:pos:R:3:forces:R:3
Hf -25.1733 -13.9037 -11.5888 -0.1985 0.5046 0.5806
B -20.9942 -14.5472 -11.1566 0.0494 -4.2091 0.2443
H -21.4246 -14.5791 -10.1676 -2.5901 0.5403 3.7885
H -21.4477 -15.2279 -11.8603 -1.5053 -3.1242 -2.2906
H -21.3112 -13.5678 -11.4801 -1.0041 6.1138 -0.7442
H -19.9161 -14.5364 -11.1996 4.0669 0.9174 -1.1493
B -28.5640 -12.0433 -10.0233 2.2730 0.7325 -0.6557
H -28.2725 -11.5963 -10.9611 1.8401 1.2951 -3.9324
H -28.6871 -13.1027 -10.1872 -1.8389 -4.9609 -1.6112
H -27.7758 -11.8879 -9.3031 2.9161 1.8948 3.1343
H -29.5155 -11.6689 -9.6787 -4.0346 0.5102 2.4505
Cl -24.0196 -10.0636 -14.2398 0.0246 -0.2306 0.1879
C -24.1646 -3.6093 -13.1896 -0.1979 -2.5833 -0.7355
C -23.0126 -3.8435 -14.2619 -2.4566 1.0454 1.2438
O -22.0729 -3.0218 -13.6901 1.1959 0.2783 0.2894
C -22.6345 -2.1908 -12.7662 0.5641 4.8119 0.0978
O -22.0384 -1.2801 -12.2212 -1.2174 -2.8151 -0.8892
O -24.0179 -2.2928 -12.7745 2.1696 0.2969 -0.3267
F -23.5623 -3.2915 -15.4026 0.7100 0.0503 -0.3475
H -23.9560 -4.1315 -12.2559 -0.4982 -1.2089 -0.3755
H -25.1159 -3.8123 -13.6815 -0.0657 0.1436 0.5283
H -22.5849 -4.8028 -14.5533 -0.2024 -0.0034 0.5123
```
Positions in Å, forces in eV/Å.

For the orbital gap, the calculation gives 1.44 eV. As for the lowest unoccupied orbital energy: -11.4 eV. The HOMO energy comes out at -12.80 eV. Its total energy is -1003.22804 Eh. The calculation puts the energy above the lowest of the compared OMol25 structures with the same formula, charge and spin at 1942.3 kJ/mol. Its net charge is +1.



[2]
# C21H29BrCsN2O2SSi

A structure of composition C21H29BrCsN2O2SSi (ωB97M-V/def2-TZVPD, the Open Molecules 2025 dataset).

```
58
Properties=species:S:1:pos:R:3:forces:R:3
Cs 0.5174 -0.5076 0.7140 1.3765 1.3859 0.3241
C 4.6756 1.6250 0.1136 0.0743 0.0449 -0.1135
C 4.7629 1.3059 1.6113 0.0366 0.0560 0.1583
N 4.1684 0.0389 1.9817 -0.0235 -0.0312 -0.0584
C 4.9674 -1.1513 1.8167 0.0517 -0.0665 0.0796
C 5.2555 -1.5748 0.3741 0.1041 0.1070 0.0648
S 3.8125 -1.8069 -0.6938 -0.2077 -0.2165 -0.1051
C 4.0451 -0.5625 -1.9888 0.0928 0.1517 -0.0086
C 3.3379 0.7912 -1.7915 0.0128 -0.0683 -0.0583
N 3.3977 1.2739 -0.4408 -0.2146 0.0793 0.0734
H 5.4471 1.0729 -0.4252 -0.0251 -0.0069 -0.0114
H 4.9325 2.6893 -0.0179 0.0131 -0.0470 0.0082
H 4.2309 2.0882 2.1582 -0.0308 -0.0375 -0.0170
H 5.8245 1.3746 1.9120 -0.0394 0.0180 0.0068
H 3.7740 0.0788 2.9083 0.0259 0.0034 -0.0073
H 4.4355 -1.9692 2.3092 0.0011 0.0137 -0.0145
H 5.9549 -1.0711 2.3125 -0.0358 0.0150 -0.0113
H 5.7899 -2.5263 0.4256 -0.0440 0.0014 -0.0390
H 5.9317 -0.8754 -0.1159 -0.0010 0.0118 0.0124
H 3.6756 -1.0091 -2.9133 0.0100 -0.0312 0.0313
H 5.1209 -0.4326 -2.1263 -0.0107 0.0159 0.0201
H 2.2823 0.6813 -2.0497 0.0171 -0.0247 0.0056
H 3.7716 1.4815 -2.5391 -0.0370 -0.0072 0.0286
H 2.6587 1.9245 -0.2114 0.0024 0.0158 -0.0311
C -1.2967 4.4361 0.9667 -0.0683 -0.0104 -0.0649
Si -1.2253 2.5105 1.0106 -0.0431 0.3325 0.0532
C -2.3871 2.2064 2.5326 0.0441 -0.0266 0.0036
C -2.4627 2.0226 -0.3906 0.0483 -0.0446 0.0656
C -2.7960 2.8476 -1.4704 0.0301 0.0650 0.0097
C -3.6224 2.4192 -2.5019 0.0008 0.0400 -0.0286
C -4.1526 1.1374 -2.4908 -0.0189 -0.0247 -0.0149
C -3.8441 0.2921 -1.4325 -0.0053 -0.0059 -0.0216
C -3.0143 0.7333 -0.4130 0.0042 -0.0352 0.0152
H -2.3198 4.8285 1.0056 -0.0380 0.0162 0.0084
H -0.8102 4.8484 0.0793 0.0381 0.0168 -0.0289
H -0.7516 4.8189 1.8341 -0.0003 0.0368 0.0211
H -3.3050 2.8004 2.4560 -0.0188 0.0116 0.0164
H -1.8746 2.4799 3.4602 -0.0107 0.0346 0.0099
H -2.6803 1.1579 2.6343 0.0028 -0.0402 -0.0218
H -2.4022 3.8589 -1.5066 0.0066 -0.0001 0.0036
H -3.8551 3.0935 -3.3195 -0.0062 0.0023 -0.0088
H -4.7940 0.7984 -3.2956 -0.0036 -0.0052 -0.0004
H -4.2402 -0.7164 -1.4064 -0.0145 -0.0115 -0.0007
H -2.7924 0.0393 0.3948 0.0083 -0.0004 0.0318
Br -5.2454 -3.9146 -3.0843 -0.0668 -0.0121 -0.0807
C -4.4721 -3.8096 -1.3521 0.0917 0.0203 0.1259
C -5.2297 -4.1674 -0.2488 -0.0381 -0.0073 -0.0587
C -4.6522 -4.0749 1.0089 0.0035 -0.0050 0.0695
C -3.3443 -3.6375 1.1548 0.0257 -0.0287 0.0282
C -2.5985 -3.2791 0.0410 -0.0940 -0.0186 -0.1277
C -3.1704 -3.3631 -1.2232 0.0042 0.0274 -0.0461
C -1.1732 -2.7606 0.1822 -0.3185 -0.3755 -0.0650
O -0.6293 -2.3041 -0.8483 -0.3412 -0.6359 -0.4184
O -0.6829 -2.7753 1.3359 -0.3714 -0.6946 0.2078
H -6.2499 -4.5049 -0.3718 0.0010 0.0011 -0.0040
H -5.2319 -4.3426 1.8836 -0.0272 -0.0107 -0.0087
H -2.8811 -3.5623 2.1292 0.0200 0.0140 -0.0073
H -2.5832 -3.0560 -2.0776 0.0064 -0.0080 -0.0006
```
Positions in Å, forces in eV/Å.

For the orbital gap, the calculation gives 4.60 eV. As for the lowest unoccupied orbital energy: 1.9 eV. The HOMO energy comes out at -2.74 eV. Its total energy is -4359.49361 Eh. The calculation puts the energy above the lowest of the compared OMol25 structures with the same formula, charge and spin at 0.0 kJ/mol. Its net charge is -1.



[3]
# CrHO2S

A structure of composition CrHO2S (ωB97M-V/def2-TZVPD, the Open Molecules 2025 dataset).

```
5
Properties=species:S:1:pos:R:3:forces:R:3
Cr 0.7457 -0.6590 -0.3428 1.3249 1.3523 0.5297
S 2.4585 0.7788 0.4854 -0.0532 -0.5810 -0.3699
O -0.2218 0.8477 0.2519 -1.4908 -2.7934 -0.5654
O -1.1519 -0.6137 0.1189 0.2626 1.7396 0.4893
H -1.8305 -0.3537 -0.5134 -0.0435 0.2825 -0.0837
```
Positions in Å, forces in eV/Å.

For the orbital gap (spin up / spin down), the calculation gives 7.28 / 6.65 eV. As for the lowest unoccupied orbital energy (spin up / spin down): -1.3 / -1.8 eV. The HOMO energy (spin up / spin down) comes out at -8.54 / -8.45 eV. Its total energy is -1593.53252 Eh. As for the spin multiplicity: 6.



[4]
# C7H10O

The molecule C7H10O (ωB97M-V/def2-TZVPD, the Open Molecules 2025 dataset).

```
18
Properties=species:S:1:pos:R:3:forces:R:3
C 1.1071 -0.4288 1.0926 1.2064 0.7167 3.4796
C -0.1448 -0.7908 1.5729 1.4533 -1.6360 4.1413
C -1.5802 -0.8950 1.0092 -1.5850 1.1330 4.3669
C -1.0604 -0.3264 -0.2821 -3.1544 2.7349 0.9334
O -1.5485 0.1999 -1.4955 1.8516 -0.8903 -0.8103
C -0.2475 0.7423 -1.9987 -0.9504 2.1626 1.8139
C 1.0222 0.7782 -1.0952 2.7142 0.8078 -1.3443
C 1.7162 0.3591 0.0120 -1.7981 -0.0881 -1.7433
H 1.9833 -0.3776 1.8749 -2.2208 -0.8722 -0.7303
H -0.1847 -1.0729 2.7324 0.5623 0.4288 -2.5410
H -2.1420 -1.9003 1.3247 1.4410 1.9345 -1.4244
H -2.0474 -0.0693 1.8368 0.3995 -1.9374 -2.5625
H -0.7310 0.5884 0.1978 0.5734 0.1022 -0.1664
H -0.3135 -1.0098 -0.2809 2.4959 -1.7727 -2.7071
H -0.4287 1.9309 -1.9870 0.2033 -2.6285 -1.1866
H 0.0912 0.2080 -2.9094 -0.6631 0.7977 0.1751
H 1.6976 1.3988 -1.7622 -0.5783 -0.5253 0.7018
H 2.8111 0.6654 0.1577 -1.9508 -0.4676 -0.3958
```
Positions in Å, forces in eV/Å.

For the orbital gap, the calculation gives 9.30 eV. As for the lowest unoccupied orbital energy: 0.8 eV. The HOMO energy comes out at -8.52 eV. Its total energy is -347.70132 Eh. The calculation puts the energy above the lowest of the compared OMol25 structures with the same formula, charge and spin at 687.5 kJ/mol. The SMILES is C1=C\CCOC\C=C/1.